The following is a quantum chemistry calculation of a structure of composition C35H54LaN5O2SSi, from OMol25.

The HOMO energy comes out at -7.70 eV. For the LUMO energy, the calculation gives 0.286 eV. The energy above the lowest of the compared OMol25 structures with the same formula, charge and spin is 1.1021 eV. As for the electronic energy: -2509.69598 hartree.

Each line ends with the Löwdin charge.
Cartesian coordinates (Å):
H -4.435 1.406 4.574  0.03
C -4.656 2.146 5.342  -0.11
H -4.666 -0.877 0.753  0.07
C 0.983 -4.171 -0.779  -0.15
H -0.813 1.844 -2.009  0.12
H -2.595 2.606 5.739  0.11
H -3.732 3.815 6.328  0.10
C 2.560 -0.485 -6.593  -0.11
H -6.828 -1.754 3.897  0.07
Si 6.927 -1.028 -2.314  0.42
C 2.583 -1.490 -5.660  -0.06
C 4.409 -0.625 -0.638  -0.32
O 1.828 0.387 -2.614  -0.32
C -5.376 -0.135 0.395  -0.21
H -5.179 0.037 -0.669  0.12
C 2.281 -3.743 -1.513  -0.21
H -2.248 3.915 2.350  0.11
C 2.355 -1.254 -4.291  -0.15
H -2.098 -0.210 -2.471  0.12
C -3.255 4.009 4.252  -0.20
C 2.845 2.784 3.737  -0.08
H 3.402 0.727 3.515  0.12
C 6.200 -1.575 -3.972  -0.19
H -1.443 -2.872 1.373  0.10
N -0.318 -2.040 -0.238  -0.27
H -4.652 3.283 2.031  0.14
H 7.226 1.415 -2.667  0.03
C -6.817 -0.629 0.582  -0.20
C 0.086 2.145 0.592  -0.10
H 2.562 -4.515 -2.238  0.11
H 5.512 -0.817 -4.352  0.02
C 8.066 -2.388 -1.662  -0.20
H -4.812 1.607 6.278  0.07
C 2.024 3.827 3.289  -0.11
H 1.175 -4.252 0.291  0.09
H 2.733 -3.324 -3.932  0.13
H 0.716 -5.172 -1.120  0.11
H -0.657 2.950 0.512  0.13
C 1.895 1.255 2.092  -0.37
C -6.641 -1.019 3.113  -0.11
H -0.509 -1.410 1.751  0.05
H 6.961 -1.758 -4.734  0.03
La 2.014 -0.450 -0.553  1.93
H -7.236 -0.128 3.329  0.08
C -2.796 3.237 3.013  -0.22
C -7.004 -1.601 1.749  -0.26
H -7.482 0.231 0.712  0.11
H 8.648 -2.044 -0.805  0.02
C 2.298 0.822 -6.163  -0.09
H -5.591 2.651 5.085  0.07
H -7.123 -1.130 -0.340  0.11
H 2.089 4.808 3.740  0.09
H 0.489 4.373 1.915  0.11
H 2.746 -0.694 -7.637  0.10
C -0.245 -3.289 -1.021  -0.22
C -1.049 1.146 -1.199  -0.22
H -1.986 1.477 -0.732  0.11
H -5.721 1.868 0.914  0.14
S -2.884 0.196 2.287  0.71
H -0.285 -3.025 -2.079  0.12
C -3.512 3.147 5.491  -0.25
H -0.366 -0.543 -2.363  0.08
H -2.473 4.733 4.492  0.11
H -2.284 -2.006 -1.018  0.12
H -6.395 -2.491 1.561  0.11
C -1.519 -1.289 -0.690  -0.22
C 2.083 0.073 -3.846  -0.36
C 1.058 2.323 1.646  -0.15
C -0.498 -2.342 1.190  -0.09
H 7.493 -3.262 -1.347  0.02
C 5.488 -0.759 -1.206  -0.27
H 8.767 -2.707 -2.437  0.02
H 5.629 -2.498 -3.839  0.02
H -1.928 -0.763 0.174  0.02
H -4.159 4.580 4.009  0.11
C -4.002 1.366 1.864  -0.82
H 2.770 -2.511 -5.977  0.11
C 2.419 -2.404 -3.423  -0.10
H 8.574 0.533 -3.388  0.02
H 2.273 1.629 -6.885  0.10
H -2.123 2.430 3.289  0.07
C 2.774 1.538 3.166  -0.01
H 3.101 -3.669 -0.792  0.11
C 1.138 3.578 2.271  -0.07
H 1.860 2.095 -4.497  0.11
N -5.103 1.098 1.119  -0.01
N -3.897 2.656 2.258  -0.01
N 0.029 1.158 -0.219  -0.07
C -1.248 -0.253 -1.787  -0.16
H 8.512 0.779 -1.641  0.02
N 2.149 -2.457 -2.172  -0.10
C 2.069 1.088 -4.837  -0.02
O 1.847 0.067 1.571  -0.35
H -5.587 -0.749 3.161  0.03
H -8.047 -1.927 1.765  0.10
H -1.136 -3.893 -0.791  0.12
H 3.537 2.964 4.550  0.10
H 0.321 -2.949 1.572  0.08
C 7.905 0.573 -2.526  -0.19